# 1
The following is a DFT calculation (ωB97M-V/def2-TZVPD) of a molecular structure, C48H40ClGe2IN7O4Rb.

Geometry as XYZ:
```
104
C48H40ClGe2IN7O4Rb (ωB97M-V/def2-TZVPD)
C 3.78681 -2.59053 5.09682
C 5.07714 4.30398 -2.67648
H -3.14326 3.96411 -4.27733
H 6.88058 3.45036 -1.96874
C -3.07071 -1.80975 0.69931
H -2.21110 -1.26329 -4.82172
C 0.32884 -2.88593 1.54404
C 1.94582 -2.19977 2.99567
C -4.09999 -0.34556 -5.15894
C 3.61632 0.99831 3.03634
H -4.08211 -2.07546 2.56682
H 1.83988 -2.59983 -1.30557
C 4.59884 0.87425 4.03861
H -3.92698 3.74465 -1.90252
C 2.91482 -3.56252 4.75513
C 3.66472 4.38136 -2.54607
C 0.25015 -4.14662 2.15255
H -3.46085 1.82205 2.39748
H -1.13741 -4.77108 -3.54918
N -1.27142 1.73043 -1.74414
C 2.85471 -1.12416 3.38589
C -3.68434 -2.56545 1.68775
H -0.00383 1.23591 -3.28378
C -3.06669 -0.79539 -4.34841
H 0.26863 -0.81289 -5.01800
C 0.96110 4.41305 -2.11642
C -1.09241 2.52762 5.77582
H -0.01016 -4.31947 -4.82770
C -0.19296 1.47554 5.66577
H -1.20468 3.06713 6.70887
H -0.45518 -4.87356 1.77441
H 0.93675 -4.12153 -1.33822
C -3.04057 3.24268 -2.26219
H -4.04123 -0.48122 -6.23200
H 5.40163 -0.44524 5.52466
N 1.68652 3.60610 -1.38671
H 0.41496 1.15210 6.49931
H -3.33176 -5.63209 0.30486
O 3.19876 2.01393 0.20350
C 5.17946 2.70863 -0.87939
N -1.95667 2.38942 1.00873
C -2.58492 2.48406 2.30650
H 3.30012 5.83899 -4.09682
H 3.54980 1.89679 2.43361
C -5.19907 0.28207 -4.59335
H 1.01801 -5.38652 3.69906
C -3.11479 -0.63892 -2.96426
C -3.78025 -3.94331 1.55022
H -0.10872 4.40850 -1.92916
C 1.95473 -3.43338 3.67960
C -0.79637 -3.94324 -4.16883
C 1.49895 5.24737 -3.11478
H 2.11988 -3.76517 -2.60077
N 3.00609 -4.79732 5.59003
C 4.67131 -0.29777 4.73808
C -2.61181 3.34077 -3.56881
H -2.25429 -4.30044 -1.44265
C -2.54395 -2.41089 -0.44565
H 1.63442 -1.93096 -4.90292
H -6.08427 0.98937 -2.76646
O 2.09446 -5.59953 5.54005
C -2.86117 2.35307 0.05800
C -0.08466 0.85152 4.43597
H 4.47946 -2.75984 5.90753
H -1.11370 2.64920 -4.97299
C -0.87103 1.83055 -3.01278
H -2.99450 3.49305 2.46954
H 0.61877 0.03906 4.29718
O 3.97005 -4.91382 6.31891
C -2.64625 -3.79605 -0.56642
C 1.35557 -3.32706 -1.95663
Rb 0.72487 1.27777 0.68791
C -2.33604 2.43737 -1.36511
C 1.05979 -4.42537 3.21879
Cl 5.89694 5.27137 -3.88707
Ge -1.67717 -1.28414 -1.80496
C -3.26011 -4.55716 0.42025
O -4.11433 2.30945 0.15575
H -4.27430 0.22118 -1.34867
Ge -0.01304 -2.49647 -3.08538
C -4.21637 0.01864 -2.41285
C 0.93948 -1.31926 -4.32455
H -6.00736 0.63140 -5.22326
H -4.26273 -4.53610 2.31699
C -1.68076 2.17696 3.47085
C -1.49542 2.61408 -3.96191
H 0.84623 5.88523 -3.69550
C 3.79051 2.69409 -0.67043
N -0.79262 1.18887 3.36040
H -2.99155 -0.73527 0.83375
H 1.51932 -0.56641 -3.79104
N 1.14140 -1.93986 1.94276
C -5.24906 0.47070 -3.21974
H -2.54925 3.69349 4.71316
H 5.27292 1.69708 4.23071
H -0.31635 -2.65866 0.70401
C -1.83970 2.87766 4.67108
C 3.03063 3.58462 -1.56869
H -1.63083 -3.61368 -4.78287
C 3.78059 -1.33841 4.41030
N 2.76290 0.04786 2.73466
I 6.34699 1.52113 0.36424
C 2.84595 5.22180 -3.33377
C 5.80442 3.48965 -1.85966
```

The calculation puts the molar mass at 1171.94 g mol⁻¹. The total charge is -1. For the HOMO energy, the calculation gives -4.5 eV. The spin multiplicity is 2. As for the frontier orbital gap: 5.27 eV.

# 2
The following is a DFT calculation (ωB97M-V/def2-TZVPD) of 2 unconnected molecules or ions with the total composition C2H8NO.

Geometry as XYZ:
```
12
C2H8NO (ωB97M-V/def2-TZVPD)
H -0.30668 0.34342 0.46818
H -0.78143 2.52999 1.68982
H -0.13502 1.34713 2.43812
O -0.48165 1.61575 1.57993
H 0.71503 -0.07705 -2.26116
H 0.16888 -2.20098 -1.02237
H -0.45797 1.31159 -1.68702
N -0.19130 -0.20153 -0.41738
H -0.22337 -1.98242 0.71725
H 1.33952 -1.46669 0.17375
C 0.05687 0.36730 -1.52970
C 0.29713 -1.58652 -0.14942
```

The calculation puts the molar mass at 62.09 g mol⁻¹. Its energy above the lowest of the compared OMol25 structures with the same formula, charge and spin is 1.087 eV. The total charge is +1. For the HOMO energy, the calculation gives -16.7 eV. The spin multiplicity is 1. As for the frontier orbital gap: 11.55 eV.

# 3
The following is a DFT calculation (ωB97M-V/def2-TZVPD) of 2 unconnected molecules or ions with the total composition C5H14.

Geometry as XYZ:
```
19
C5H14 (ωB97M-V/def2-TZVPD)
H 1.00811 -0.85611 -2.75233
C -0.60439 0.57994 -1.23732
H 2.12251 0.45511 -3.31228
H -0.39004 0.55995 3.14976
H -1.07536 0.38058 1.56648
H -1.45566 1.24498 -1.21039
H -2.00212 0.07468 3.03706
H -1.14197 -2.20073 1.94732
H 2.34365 -0.19163 -1.76979
C 0.68341 1.16128 -1.84350
H 1.28684 1.68013 -1.10644
C 1.54905 0.04382 -2.48518
H 0.43375 1.86267 -2.63667
C -1.03816 -0.08170 2.54626
H 0.47759 -1.43637 2.04310
C -0.51082 -1.50152 2.48688
H -0.38660 -1.84775 3.51288
H -0.41344 0.40622 -0.18217
H -0.88633 -0.33356 -1.75368
```

The calculation puts the molar mass at 74.17 g mol⁻¹. Its energy above the lowest of the compared OMol25 structures with the same formula, charge and spin is 0.428 eV. The total charge is 0. For the HOMO energy, the calculation gives -11.1 eV. The spin multiplicity is 1. As for the frontier orbital gap: 12.27 eV.

# 4
The following is a DFT calculation (ωB97M-V/def2-TZVPD) of 2 unconnected molecules or ions with the total composition CHBrClNO2.

Geometry as XYZ:
```
7
CHBrClNO2 (ωB97M-V/def2-TZVPD)
C -0.53044 0.23147 -0.18795
O 0.46216 -1.70452 0.10382
O 0.88325 -0.20705 1.53064
H 1.47990 1.18863 -0.94946
Br -1.63226 -0.69428 -1.34642
Cl -1.04167 1.77506 0.32149
N 0.37906 -0.58930 0.52788
```

The calculation puts the molar mass at 174.38 g mol⁻¹. Its energy above the lowest of the compared OMol25 structures with the same formula, charge and spin is 4.130 eV. The total charge is 0. For the HOMO energy (spin up / spin down), the calculation gives -9.7 / -10.8 eV. The spin multiplicity is 1. As for the frontier orbital gap (spin up / spin down): 8.61 / 8.52 eV.

Please write out number 2 again, unchanged.
The following is a DFT calculation (ωB97M-V/def2-TZVPD) of 2 unconnected molecules or ions with the total composition C2H8NO.

Geometry as XYZ:
```
12
C2H8NO (ωB97M-V/def2-TZVPD)
H -0.30668 0.34342 0.46818
H -0.78143 2.52999 1.68982
H -0.13502 1.34713 2.43812
O -0.48165 1.61575 1.57993
H 0.71503 -0.07705 -2.26116
H 0.16888 -2.20098 -1.02237
H -0.45797 1.31159 -1.68702
N -0.19130 -0.20153 -0.41738
H -0.22337 -1.98242 0.71725
H 1.33952 -1.46669 0.17375
C 0.05687 0.36730 -1.52970
C 0.29713 -1.58652 -0.14942
```

The calculation puts the molar mass at 62.09 g mol⁻¹. Its energy above the lowest of the compared OMol25 structures with the same formula, charge and spin is 1.087 eV. The total charge is +1. For the HOMO energy, the calculation gives -16.7 eV. The spin multiplicity is 1. As for the frontier orbital gap: 11.55 eV.